Below is a molecular structure, C40H33N2O7S8Tm in a non-equilibrium geometry, with properties calculated with ωB97M-V/def2-TZVPD.

Values from the calculation:
- LUMO (spin up / spin down): 0.12861 / 0.12861 Ha
- E: -175544.9207 eV
- 2S+1: 3
- Charge: -2
- Gap between HOMO and LUMO (spin up / spin down): 5.06 / 5.06 eV

The geometry in XYZ format:
```
91
Properties=species:S:1:pos:R:3:forces:R:3
Tm -0.68927 -0.10622 -0.53948 0.62 0.60 1.64
S -3.17219 1.40868 -0.31239 -0.34 -0.40 -0.24
S -0.04041 2.75340 -0.14459 0.36 -0.10 0.19
S 1.22637 1.11247 -4.06525 0.21 0.11 -0.37
S -3.81342 7.21529 -0.26178 -0.15 0.34 0.03
S -4.09337 4.24063 -0.30004 0.45 0.18 0.04
S -1.46969 5.37784 -0.07743 -0.39 -0.23 -0.13
S -2.13208 -2.83400 -0.16955 0.14 0.37 -0.24
S -4.95824 -3.75935 0.02304 -0.36 -0.18 0.10
O 2.43565 0.32677 -4.06426 -0.13 -0.15 0.02
O 1.85903 0.37151 -0.17734 0.47 0.05 0.19
O -1.66191 -0.42573 -2.45845 -0.32 -0.18 -0.89
O -0.75118 0.52890 5.03498 0.02 0.07 -0.20
O -4.13231 -1.37283 -0.76487 -0.09 -0.21 0.01
O -0.94534 -0.14994 1.69952 -0.31 0.28 0.70
O 1.40864 2.53243 -4.21013 -0.23 -0.05 0.08
N 0.25941 0.72112 -2.80916 0.35 -0.14 -0.43
N -0.32496 2.55998 3.10312 0.27 -0.03 -0.36
C 1.97673 1.94203 3.11710 -0.13 0.00 -0.14
C -0.96368 -0.01592 -4.70616 -0.22 -0.05 -0.24
C 0.12024 0.53052 -5.36087 -0.29 -0.01 0.64
C 2.93196 0.72491 -0.63677 -0.44 0.56 -0.07
C -2.06512 -0.49307 -5.39344 0.11 0.00 0.03
C 5.43851 0.38322 -0.75034 -0.13 0.16 -0.07
C -0.96942 0.18009 -7.43845 0.01 0.01 0.04
C 4.04630 -1.33634 0.16965 -0.20 0.23 -0.05
C 3.06493 1.99022 -1.43393 -0.18 0.03 -0.10
C -3.80169 -2.60523 -0.32680 0.20 0.16 -0.03
C -2.45240 1.28328 2.93020 0.41 -0.17 -0.12
C 0.48126 0.64893 4.47793 -0.06 0.13 -0.12
C 2.82340 0.07923 4.35010 0.06 0.01 0.00
C 0.67670 1.67935 3.53751 0.04 -0.31 0.08
C 1.10137 -2.56114 -2.03749 0.14 -0.13 0.22
C 1.63042 -4.06576 0.21635 0.08 0.07 0.19
C -3.80278 1.41399 3.35804 -0.30 0.09 0.03
C -2.92908 -1.09360 2.53226 -0.06 -0.16 0.16
C -2.77266 3.06985 -0.23781 0.16 0.41 0.21
C -4.65546 0.35619 3.40043 -0.08 0.33 0.24
C 6.55172 -0.41209 -0.53597 0.17 -0.07 -0.01
C 6.41521 -1.68396 0.00340 -0.12 0.05 0.02
C -5.50164 -1.04875 -0.95123 -0.15 -0.02 -0.04
C 0.76959 -2.00114 -0.79517 -0.41 -0.34 -0.23
C 1.93122 -4.58787 -1.03361 0.07 -0.11 -0.04
C 5.15304 -2.14174 0.35913 0.14 -0.07 0.03
C 1.54865 -0.16395 4.83408 0.03 -0.12 0.06
C -1.52911 3.61741 -0.14443 -0.32 0.18 0.13
C -2.05731 -0.38263 -6.77698 -0.09 0.00 0.05
C -0.81684 0.06895 -3.22937 -0.24 0.00 -0.55
C -1.65778 2.42096 3.01873 -0.27 -0.26 -0.09
C 0.14064 0.63596 -6.73493 0.28 0.08 -0.10
C 3.04495 1.16365 3.52144 0.05 -0.07 -0.10
C -4.18720 -0.92191 3.02342 0.17 -0.09 -0.08
C 1.05116 -2.80631 0.32384 0.05 0.01 -0.20
C -2.03718 0.00749 2.35280 0.53 0.11 0.00
C 4.16423 -0.07282 -0.41080 0.43 -0.50 0.36
C -3.16078 5.69433 -0.21676 0.11 -0.46 0.07
C 1.65540 -3.83161 -2.16222 0.08 0.10 -0.17
C -1.04089 -0.65630 5.74332 -0.15 -0.10 0.07
H 7.28788 -2.31008 0.14404 0.00 -0.01 0.02
H -4.12938 2.38986 3.70158 -0.02 0.02 -0.07
H 3.44781 1.77186 -2.43062 0.18 0.01 0.07
H 7.53660 -0.04400 -0.79793 -0.02 0.02 -0.03
H -0.82289 -1.54305 5.14261 0.01 0.03 -0.01
H 2.12801 2.76362 2.42869 0.01 0.01 -0.09
H 0.05391 3.27343 2.46611 -0.27 0.00 0.35
H -0.48974 -0.70479 6.68964 0.00 0.01 -0.05
H 0.98962 1.06959 -7.24704 -0.02 0.05 -0.02
H -2.17251 3.37764 3.04253 -0.05 0.04 -0.19
H -2.57917 -2.06600 2.21305 -0.02 0.05 -0.06
H -6.03220 -1.05222 0.00311 0.02 0.02 -0.01
H -5.98476 -1.77233 -1.61050 0.04 0.00 0.01
H 0.80874 -2.42882 1.31766 -0.02 -0.07 0.01
H -1.00176 0.28873 -8.51529 0.06 -0.05 -0.01
H -5.51324 -0.05380 -1.38941 0.10 0.03 0.06
H 1.87225 -4.23117 -3.14906 0.03 -0.01 0.01
H -5.67093 0.48271 3.75383 0.00 0.02 -0.04
H 1.85542 -4.63881 1.11217 -0.06 -0.05 -0.01
H 3.74549 2.67861 -0.92769 0.03 0.00 0.00
H 5.02401 -3.13019 0.78212 -0.01 -0.01 -0.01
H -4.84789 -1.77702 3.10244 0.02 -0.04 -0.05
H -2.91925 -0.71346 -7.34240 0.03 -0.02 -0.04
H 5.57574 1.36568 -1.18230 -0.07 0.00 -0.04
H 1.38925 -0.99461 5.50720 -0.02 0.03 -0.01
H 4.04029 1.38266 3.16278 0.04 0.01 -0.08
H -2.10916 -0.62663 5.94955 0.02 0.01 -0.02
H 3.63834 -0.57907 4.62333 -0.01 0.02 0.04
H 2.37453 -5.57338 -1.13266 -0.02 -0.01 0.03
H -2.89476 -0.91276 -4.84009 -0.03 0.00 -0.02
H 3.05873 -1.67058 0.44603 -0.04 -0.09 -0.02
H 2.09238 2.46668 -1.53352 0.03 0.01 0.06
H 0.92730 -1.99768 -2.95210 -0.02 -0.04 -0.01
```
Forces are in eV/Å.

And the Mulliken charges, in e, turn out to be:
1. Tm -0.023
2. S -0.059
3. S -0.340
4. S 1.016
5. S -0.367
6. S -0.152
7. S -0.155
8. S -0.354
9. S -0.451
10. O -0.660
11. O 0.387
12. O -0.345
13. O -0.423
14. O 0.143
15. O -0.179
16. O -0.703
17. N 0.104
18. N 0.112
19. C -0.477
20. C -0.272
21. C 0.340
22. C 0.584
23. C -0.585
24. C -0.536
25. C -0.481
26. C 0.305
27. C -1.852
28. C 0.272
29. C 1.632
30. C 0.885
31. C -0.809
32. C 0.440
33. C -0.494
34. C -0.495
35. C -1.041
36. C -0.963
37. C -0.391
38. C -0.913
39. C -0.810
40. C -0.396
41. C -1.044
42. C 1.782
43. C -0.755
44. C -0.861
45. C -0.554
46. C -0.024
47. C -0.615
48. C 0.618
49. C -1.493
50. C -0.731
51. C -0.590
52. C -0.789
53. C -0.823
54. C 1.244
55. C 0.481
56. C 0.139
57. C -0.512
58. C -1.118
59. H 0.389
60. H 0.382
61. H 0.534
62. H 0.378
63. H 0.395
64. H 0.263
65. H 0.329
66. H 0.363
67. H 0.448
68. H 0.339
69. H 0.771
70. H 0.336
71. H 0.410
72. H 0.266
73. H 0.363
74. H 0.202
75. H 0.331
76. H 0.402
77. H 0.406
78. H 0.550
79. H 0.442
80. H 0.420
81. H 0.398
82. H 0.349
83. H 0.398
84. H 0.363
85. H 0.271
86. H 0.393
87. H 0.280
88. H 0.632
89. H 0.303
90. H -0.068
91. H 0.113

Below is a gas-phase ion, C8H8ClN2O (charge +1) in a non-equilibrium geometry, with properties calculated with ωB97M-V/def2-TZVPD.

Values from the calculation:
- LUMO: -0.20887 Ha
- E: -25965.4831 eV
- Charge: +1
- SMILES: CN1Cc2cc(Cl)ccc2[N+]1=O
- Gap between HOMO and LUMO: 7.78 eV
- Energy above the lowest of the compared OMol25 structures with the same formula, charge and spin: 271.3 kJ/mol

The geometry in XYZ format:
```
20
Properties=species:S:1:pos:R:3:forces:R:3
Cl 4.50895 -0.44856 -0.02150 0.63 -0.81 -0.24
O -1.59831 2.04571 0.12413 0.46 -1.38 0.18
N -1.04710 0.95221 0.12107 -2.28 0.96 0.22
N -1.71285 -0.20367 -0.03540 -0.34 1.09 1.19
C 1.29389 1.69731 0.32852 0.39 0.29 1.18
C 0.29302 0.71535 0.23459 2.27 -1.17 -0.68
C 2.86480 -0.08973 -0.05238 -0.92 0.35 0.10
C 2.60035 1.29103 0.14377 0.45 0.28 0.72
C 1.85874 -1.09242 -0.15288 0.87 -0.91 0.16
C -0.83012 -1.25293 -0.21680 3.35 -3.24 -3.16
C -3.12889 -0.33154 -0.00788 -1.79 -3.23 -3.59
C 0.54594 -0.68245 0.00300 -0.49 2.92 -0.28
H 2.15530 -2.18042 -0.29006 -0.42 1.62 0.13
H -3.58528 -1.22794 0.49373 1.40 0.69 0.11
H -0.77801 -1.63642 -1.36769 -0.58 0.90 2.36
H -0.86761 -2.18102 0.35453 -1.08 0.23 0.38
H 1.14894 2.66523 0.83573 -0.44 -0.28 -1.00
H -3.69770 0.46926 0.26713 -0.64 2.63 1.17
H 3.48410 2.00368 0.33824 -1.66 -1.28 -0.49
H -3.50818 -0.51267 -1.09983 0.83 0.35 1.56
```
Forces are in eV/Å.

And the Mulliken charges, in e, turn out to be:
1. Cl -0.135
2. O -0.609
3. N 0.860
4. N 0.069
5. C -0.534
6. C 0.075
7. C 0.619
8. C -0.611
9. C -0.897
10. C -0.463
11. C -0.813
12. C 0.636
13. H 0.376
14. H 0.313
15. H 0.309
16. H 0.387
17. H 0.390
18. H 0.367
19. H 0.324
20. H 0.336

Below is a molecular structure, C2H4NO2P in a non-equilibrium geometry, with properties calculated with ωB97M-V/def2-TZVPD.

Values from the calculation:
- LUMO: 0.00969 Ha
- E: -17010.3169 eV
- Gap between HOMO and LUMO: 9.02 eV
- Energy above the lowest of the compared OMol25 structures with the same formula, charge and spin: 298.4 kJ/mol

The geometry in XYZ format:
```
10
Properties=species:S:1:pos:R:3:forces:R:3
P 1.32358 0.81310 -0.10328 -0.64 -0.46 -0.43
O 0.79693 1.93120 0.68348 -0.36 -0.10 0.33
O 2.51886 0.80920 -0.92149 0.28 -0.55 -0.30
N -0.97139 -0.11796 0.48434 -1.19 0.23 1.10
C -0.71038 -0.19378 -0.96703 0.82 0.33 -0.63
C 0.29575 -0.67829 0.06147 1.00 0.68 -0.22
H -1.64034 -0.72402 0.95558 0.28 -0.04 -0.14
H 0.54941 -1.68165 0.37070 0.05 -0.03 0.06
H -0.87224 0.82052 0.88897 -0.28 -0.14 0.07
H -1.29019 -0.97830 -1.45273 0.05 0.07 0.17
```
Forces are in eV/Å.

And the Mulliken charges, in e, turn out to be:
1. P 0.872
2. O -0.610
3. O -0.590
4. N -0.165
5. C -0.578
6. C -0.129
7. H 0.276
8. H 0.427
9. H 0.294
10. H 0.202